Record 1
Molecular formula: C32H48P2Sm
Method: DFT, the ωB97M-V functional and the def2-TZVPD basis

Element x y z (Å)
Sm -0.766 1.532 1.528
C 0.687 1.097 3.486
C 1.490 1.502 2.354
C 0.147 3.282 2.986
C -0.184 2.173 3.827
C 1.221 2.893 2.122
C 0.771 -0.190 4.222
H 1.693 -0.714 3.979
H -0.066 -0.850 3.998
H 0.746 -0.030 5.305
C -1.303 2.134 4.803
H -0.975 1.642 5.732
H -2.139 1.545 4.392
H -1.624 3.158 5.028
C -0.605 4.554 2.925
H -0.928 4.874 3.915
H -1.521 4.487 2.315
H 0.020 5.339 2.498
C 1.882 3.808 1.138
H 2.396 4.621 1.691
H 1.158 4.277 0.453
H 2.619 3.271 0.524
C 2.439 0.659 1.584
H 3.466 1.028 1.726
H 2.248 0.678 0.501
H 2.402 -0.385 1.911
C 0.419 -3.147 0.079
C 1.512 -2.931 0.818
C 2.946 -2.944 0.339
C 3.138 -2.798 -1.208
C 3.015 -1.400 -1.747
C 1.851 -0.790 -2.039
C 0.553 -0.977 -1.283
C 0.089 -2.476 -1.247
H 3.365 -3.933 0.648
H 2.387 -3.477 -1.656
H 3.554 -2.167 0.846
H 0.526 -3.053 -2.085
H -0.244 -4.021 0.272
H 1.420 -2.713 1.887
H -1.007 -2.554 -1.406
H 0.633 -0.653 -0.225
H 1.845 0.049 -2.747
H -0.281 -0.360 -1.679
H 4.147 -3.187 -1.466
H 3.964 -0.885 -1.980
P -0.435 -0.433 -4.367
P -0.629 2.606 -4.855
C -0.801 0.054 -6.142
C -1.288 1.506 -6.230
H -1.576 -0.626 -6.525
H 0.101 -0.105 -6.754
H -1.043 1.969 -7.197
H -2.382 1.570 -6.119
C -1.239 4.135 -5.711
H -0.824 5.025 -5.220
H -2.334 4.149 -5.617
H -0.972 4.140 -6.778
C 1.144 2.683 -5.415
H 1.241 2.731 -6.509
H 1.694 1.812 -5.033
H 1.586 3.588 -4.972
C -1.968 -1.390 -4.039
H -2.008 -1.653 -2.978
H -2.014 -2.298 -4.650
H -2.821 -0.742 -4.274
C 0.779 -1.810 -4.704
H 1.034 -1.837 -5.760
H 0.403 -2.776 -4.373
H 1.674 -1.572 -4.137
C -1.905 -0.251 2.524
C -2.297 -1.043 3.401
C -2.653 -1.928 4.438
C -3.800 -1.717 5.236
C -4.008 -2.475 6.391
C -3.104 -3.495 6.748
C -2.005 -3.764 5.909
C -1.786 -2.998 4.761
H -4.505 -0.937 4.928
H -4.868 -2.257 7.031
H -3.251 -4.069 7.678
H -1.303 -4.564 6.160
H -0.944 -3.196 4.092

## Properties
Energy above the lowest of the compared OMol25 structures with the same formula, charge and spin = 0.0 kJ/mol
E_HOMO (alpha / beta) = -9.9 / -9.9 eV
LUMO energy (alpha / beta) = -0.145 / -0.132 Ha
Net charge = +1
<S²> = 8.77
Spin multiplicity = 6
Kohn-Sham gap (alpha / beta) = 5.95 / 6.30 eV

=====

Record 2
Molecular formula: C5H5N
Method: DFT, the ωB97M-V functional and the def2-TZVPD basis

Element x y z (Å)
C -1.647 -0.847 -0.130
C 0.769 1.061 0.848
C 1.721 0.211 0.394
C 2.607 -0.592 0.117
C 0.169 2.002 0.016
N -0.409 2.823 -0.580
H -0.893 -1.486 -0.595
H -2.569 -1.410 0.020
H -1.851 0.013 -0.772
H -1.280 -0.500 0.839
H 3.383 -1.274 -0.157

## Properties
Energy above the lowest of the compared OMol25 structures with the same formula, charge and spin = 529.1 kJ/mol
E_HOMO (alpha / beta) = -9.5 / -9.5 eV
LUMO energy (alpha / beta) = -0.095 / -0.095 Ha
Net charge = 0
Kohn-Sham gap (alpha / beta) = 6.91 / 6.91 eV

=====

Record 3
Molecular formula: C7H18NSe
Method: DFT, the ωB97M-V functional and the def2-TZVPD basis

Element x y z (Å)
C -1.968 -1.731 0.149
C -1.679 0.339 -1.349
C -3.227 0.345 0.733
C 3.713 0.063 0.440
C 1.637 1.089 -0.984
C 1.328 -0.446 0.804
C -2.064 -0.244 0.025
N 2.255 0.563 0.344
Se -0.817 0.574 1.462
H -2.525 -2.132 -0.784
H -0.921 -2.081 0.094
H -2.403 -2.235 0.977
H -0.680 -0.133 -1.624
H -2.207 0.084 -2.185
H -1.466 1.440 -1.340
H -4.208 0.101 0.267
H -3.202 0.121 1.790
H -3.176 1.405 0.680
H 3.996 0.425 1.423
H 3.621 -1.071 0.553
H 4.384 0.289 -0.409
H 1.610 0.385 -1.760
H 0.641 1.502 -0.737
H 2.386 1.920 -1.251
H 1.720 -0.889 1.696
H 1.184 -1.063 0.026
H 2.069 1.381 0.960

## Properties
E_HOMO (alpha / beta) = -10.0 / -13.0 eV
LUMO energy (alpha / beta) = -0.102 / -0.218 Ha
Net charge = +1
<S²> = 2.01
Spin multiplicity = 3
Kohn-Sham gap (alpha / beta) = 7.25 / 7.10 eV